Entry 1:
The following is a quantum chemistry calculation of a cluster of 10 separate species, C40H80O20 in total, from the OMol25 dataset.

```
140
Properties=species:S:1:pos:R:3
C -0.134 1.293 -5.481
C -0.086 1.998 -6.863
O -0.457 0.970 -7.836
C 0.343 0.773 -8.887
O 1.329 1.368 -9.265
O -0.201 -0.363 -9.591
C 0.435 -0.923 -10.765
H 0.377 0.331 -5.463
H -1.174 1.171 -5.178
H 0.291 1.946 -4.718
H 0.950 2.284 -7.044
H -0.673 2.913 -6.939
H 0.480 -0.303 -11.660
H 0.063 -1.944 -10.857
H 1.445 -1.265 -10.539
C -6.243 -2.124 1.247
C -5.774 -0.672 1.252
O -4.919 -0.417 0.159
C -5.406 -0.302 -1.099
O -6.566 -0.491 -1.495
O -4.361 0.010 -1.843
C -4.570 0.477 -3.165
H -5.303 -2.672 1.179
H -6.911 -2.403 0.433
H -6.789 -2.276 2.178
H -5.162 -0.461 2.129
H -6.558 0.054 1.468
H -3.611 0.553 -3.677
H -5.021 1.466 -3.082
H -5.124 -0.247 -3.764
C 1.616 1.542 2.191
C 2.203 1.688 0.766
O 1.175 1.751 -0.113
C 0.527 0.675 -0.511
O 0.583 -0.480 -0.084
O -0.331 1.018 -1.470
C -1.145 0.025 -2.184
H 2.295 1.972 2.927
H 1.549 0.511 2.537
H 0.735 2.184 2.190
H 3.008 0.979 0.574
H 2.666 2.663 0.615
H -1.630 0.491 -3.042
H -1.889 -0.358 -1.486
H -0.674 -0.934 -2.396
C 6.294 4.156 2.350
C 5.435 3.417 1.346
O 6.394 2.538 0.738
C 6.114 1.906 -0.424
O 4.939 1.715 -0.861
O 7.333 1.580 -1.086
C 7.144 1.005 -2.398
H 5.540 4.741 2.877
H 6.927 4.814 1.754
H 6.897 3.584 3.055
H 5.005 4.053 0.571
H 4.625 2.791 1.719
H 6.406 0.203 -2.381
H 8.044 0.551 -2.814
H 6.840 1.687 -3.192
C -6.775 2.653 3.703
C -5.283 2.894 3.882
O -4.520 1.974 3.082
C -3.433 1.432 3.631
O -3.350 0.972 4.739
O -2.574 1.249 2.677
C -1.524 0.362 2.743
H -7.097 2.775 2.668
H -7.210 3.514 4.211
H -7.230 1.756 4.123
H -4.977 2.852 4.927
H -4.857 3.820 3.496
H -0.845 0.668 3.539
H -0.916 0.263 1.843
H -1.795 -0.680 2.906
C 1.964 6.320 1.930
C 1.301 5.043 2.378
C 1.819 4.902 3.832
O 3.083 5.401 3.677
C 3.374 6.028 2.377
H 1.469 7.180 2.382
H 1.858 6.431 0.851
H 1.746 4.196 1.857
H 0.213 4.980 2.337
H 1.897 3.849 4.104
H 1.210 5.347 4.618
H 3.960 5.429 1.680
H 4.028 6.896 2.462
C -3.311 -3.414 -4.812
C -3.022 -3.191 -6.269
C -2.252 -1.892 -6.105
O -1.704 -1.879 -4.809
C -2.045 -3.136 -4.146
H -3.644 -4.448 -4.715
H -4.084 -2.691 -4.553
H -3.968 -3.231 -6.809
H -2.326 -3.861 -6.774
H -2.943 -1.070 -6.291
H -1.470 -1.892 -6.864
H -2.030 -2.964 -3.070
H -1.333 -3.943 -4.317
C 1.046 -3.946 3.670
C 1.154 -2.557 3.061
C 2.404 -2.711 2.196
O 3.254 -3.469 3.032
C 2.471 -4.485 3.669
H 0.421 -4.633 3.099
H 0.537 -3.975 4.633
H 1.310 -1.847 3.874
H 0.286 -2.296 2.456
H 3.020 -1.870 1.878
H 2.321 -3.376 1.336
H 2.796 -4.544 4.708
H 2.680 -5.444 3.194
C -0.578 -4.910 -0.516
C 0.333 -3.896 -1.302
C 0.772 -4.624 -2.586
O -0.232 -5.584 -2.775
C -0.536 -6.117 -1.449
H -1.570 -4.466 -0.427
H -0.089 -5.092 0.441
H 1.219 -3.633 -0.724
H -0.223 -2.981 -1.507
H 1.684 -5.219 -2.542
H 0.665 -4.012 -3.482
H 0.172 -6.825 -1.016
H -1.470 -6.679 -1.433
C 0.909 -1.105 7.334
C 2.386 -0.852 7.349
C 2.480 0.425 6.479
O 1.386 0.349 5.525
C 0.270 -0.109 6.288
H 0.411 -1.077 8.303
H 0.738 -2.136 7.024
H 2.865 -1.671 6.812
H 2.766 -0.625 8.345
H 3.256 0.311 5.723
H 2.608 1.346 7.047
H -0.528 -0.480 5.645
H -0.090 0.707 6.915
```

Energy   -3076.6915 Eh
Molecular weight   881.06 g/mol
ΔE to the lowest compared entry with this formula, charge and spin   836.8 kJ/mol
HOMO level   -9.30 eV
SMILES string   CCOC(=O)OC.CCOC(=O)OC.CCOC(=O)OC.CCOC(=O)OC.CCOC(=O)OC.C1CCOC1.C1CCOC1.C1CCOC1.C1CCOC1.C1CCOC1

***

Entry 2:
The following is a quantum chemistry calculation of a cluster of 10 separate species, C40H80O20S10 in total, from the OMol25 dataset.

```
150
Properties=species:S:1:pos:R:3
O 0.118 -8.247 -4.331
S 1.218 -7.588 -3.663
O 2.505 -8.252 -3.583
C 1.524 -5.909 -4.321
C 1.795 -5.128 -3.036
C 0.742 -5.545 -2.009
C 0.717 -7.100 -1.987
H 0.521 -5.613 -4.651
H 2.162 -5.861 -5.197
H 2.792 -5.353 -2.640
H 1.891 -4.052 -3.205
H -0.230 -5.138 -2.294
H 0.987 -5.038 -1.077
H -0.291 -7.427 -1.748
H 1.394 -7.528 -1.252
O 1.797 -1.472 -0.289
S 0.357 -1.365 -0.467
O -0.417 -2.600 -0.568
C -0.359 -0.333 0.860
C -0.137 1.107 0.418
C 0.132 1.207 -1.112
C -0.004 -0.189 -1.784
H 0.125 -0.638 1.781
H -1.437 -0.484 0.846
H -1.035 1.688 0.626
H 0.677 1.531 1.008
H 1.157 1.563 -1.230
H -0.478 2.014 -1.515
H 0.664 -0.340 -2.627
H -1.037 -0.437 -2.038
O 5.361 -0.137 -4.327
S 3.925 -0.005 -4.354
O 3.281 0.817 -3.346
C 3.319 0.421 -6.037
C 2.284 -0.667 -6.371
C 1.872 -1.477 -5.119
C 3.107 -1.607 -4.244
H 4.156 0.291 -6.719
H 2.961 1.446 -6.069
H 1.412 -0.279 -6.893
H 2.735 -1.443 -6.994
H 1.528 -2.469 -5.414
H 1.024 -0.978 -4.645
H 3.816 -2.352 -4.616
H 3.013 -1.844 -3.185
O -2.302 7.857 0.851
S -2.590 7.181 -0.403
O -3.145 7.931 -1.515
C -1.011 6.385 -0.921
C -1.158 4.909 -0.674
C -2.257 4.723 0.416
C -3.465 5.612 -0.044
H -0.312 6.950 -0.304
H -0.826 6.653 -1.961
H -1.623 4.402 -1.518
H -0.264 4.416 -0.291
H -2.079 5.000 1.453
H -2.644 3.703 0.362
H -4.226 5.711 0.723
H -3.874 5.316 -1.010
O -4.481 4.354 3.243
S -4.180 3.037 3.755
O -4.657 1.886 2.992
C -2.377 2.886 3.997
C -2.213 2.419 5.449
C -3.313 3.074 6.280
C -4.648 2.868 5.521
H -1.925 3.872 3.862
H -1.893 2.299 3.219
H -2.266 1.329 5.440
H -1.227 2.708 5.811
H -3.046 4.131 6.354
H -3.403 2.672 7.287
H -5.539 3.436 5.763
H -4.844 1.809 5.698
O 3.534 2.237 4.378
S 3.477 1.059 5.195
O 3.691 1.099 6.630
C 1.930 0.157 4.845
C 2.319 -0.744 3.664
C 3.616 -1.415 4.142
C 4.548 -0.247 4.533
H 1.115 0.855 4.647
H 1.593 -0.383 5.729
H 1.484 -1.438 3.541
H 2.381 -0.156 2.749
H 4.039 -2.020 3.343
H 3.442 -1.960 5.070
H 4.872 0.194 3.584
H 5.415 -0.499 5.131
O -3.492 0.536 -2.283
S -3.451 1.539 -3.324
O -3.761 2.932 -3.014
C -1.916 1.367 -4.249
C -2.206 0.297 -5.302
C -3.662 0.438 -5.754
C -4.570 1.035 -4.654
H -1.022 1.441 -3.644
H -1.879 2.276 -4.861
H -1.605 0.313 -6.208
H -2.157 -0.685 -4.822
H -3.991 -0.561 -6.049
H -3.773 1.003 -6.681
H -5.322 0.321 -4.339
H -4.967 1.961 -5.059
O 3.443 -5.647 1.071
S 2.237 -5.967 1.808
O 1.257 -6.929 1.318
C 2.635 -6.385 3.556
C 2.296 -5.120 4.384
C 1.089 -4.520 3.659
C 1.424 -4.392 2.220
H 3.644 -6.773 3.627
H 1.820 -7.046 3.853
H 2.069 -5.274 5.437
H 3.134 -4.420 4.325
H 0.787 -3.513 3.955
H 0.166 -5.099 3.769
H 2.122 -3.562 2.069
H 0.604 -4.109 1.558
O -0.855 4.725 -4.108
S 0.446 4.229 -4.548
O 0.647 2.808 -4.724
C 1.109 5.071 -6.026
C 2.432 5.704 -5.573
C 2.921 4.909 -4.377
C 1.734 4.828 -3.392
H 0.428 5.865 -6.332
H 1.280 4.406 -6.866
H 3.120 5.596 -6.418
H 2.448 6.785 -5.440
H 3.837 5.297 -3.934
H 3.130 3.862 -4.611
H 1.351 5.778 -3.021
H 1.818 4.110 -2.581
O -1.275 -0.513 4.174
S -1.733 -1.859 4.513
O -1.602 -2.922 3.547
C -0.918 -2.439 6.088
C -2.005 -2.278 7.159
C -3.364 -2.582 6.535
C -3.416 -1.801 5.237
H 0.022 -1.910 6.186
H -0.825 -3.502 5.860
H -1.809 -2.861 8.058
H -1.870 -1.231 7.458
H -4.222 -2.356 7.161
H -3.358 -3.636 6.248
H -3.710 -0.755 5.318
H -4.025 -2.241 4.446
```

Energy   -7058.6235 Eh
Molecular weight   1201.73 g/mol
ΔE to the lowest compared entry with this formula, charge and spin   114.0 kJ/mol
HOMO level   -9.76 eV
SMILES string   O=S1(=O)CCCC1.O=S1(=O)CCCC1.O=S1(=O)CCCC1.O=S1(=O)CCCC1.O=S1(=O)CCCC1.O=S1(=O)CCCC1.O=S1(=O)CCCC1.O=S1(=O)CCCC1.O=S1(=O)CCCC1.O=S1(=O)CCCC1

***

Strongest force on any atom / eV Å⁻¹: 4.8 2.4
HOMO-LUMO gap / eV: 9.854 9.631